(1)
Molecular formula: C53H72Cl2N8O7P2S2
Method: DFT, ωB97M-V/def2-TZVPD

```
146
Properties=species:S:1:pos:R:3:lowdin_charge:R:1
C 3.9394 0.3306 1.9805 -0.13
C 2.7764 -0.6880 2.5471 -0.28
C 1.5727 0.0429 3.3858 -0.20
C 0.7651 1.2290 2.5313 -0.15
C -0.8021 0.9014 2.2168 -0.18
N -1.8507 1.6864 3.0393 -0.03
C -1.6290 1.6565 4.4951 -0.13
C -2.2460 0.2283 5.1488 -0.16
C -3.8725 0.2650 5.3458 -0.16
C -4.3576 -1.3359 5.3607 -0.24
O -5.7373 -1.5186 4.8837 -0.14
C -2.3822 2.9513 2.3253 -0.26
C -3.1853 3.9082 3.3591 -0.15
C -4.0429 5.1688 2.9750 -0.28
C -3.7597 6.3644 4.1221 -0.50
S -4.0568 8.0297 3.2312 0.59
C -1.0953 3.7989 1.7814 -0.08
C -1.2110 5.3383 1.3265 -0.53
O -1.1728 6.3505 2.2383 -0.12
Cl -1.2707 5.9852 -0.4509 0.53
C -3.3148 2.3913 1.0449 -0.52
Cl -3.9125 3.8017 -0.0667 0.69
N -4.5238 1.6194 1.3822 0.02
C -5.7334 2.0573 1.0114 -0.28
C -6.5828 1.6184 -0.3661 -0.07
C -6.7164 3.0136 1.9754 -0.07
C -2.4042 1.4560 -0.0106 -0.28
C -3.3937 0.6791 -1.0673 -0.20
P -2.6074 -0.0366 -2.6470 0.73
O -2.1904 -1.5572 -2.5886 -0.37
O -1.3703 1.0134 -3.3716 -0.27
O -3.8938 -0.0132 -3.8828 -0.26
C -1.2380 0.5684 0.6854 -0.34
P 0.2483 0.3611 -0.5589 0.47
S 0.9520 2.0317 -1.2513 0.15
C -1.8454 -1.0011 0.7134 -0.44
O -1.1908 -2.0512 0.2043 -0.12
O -3.1103 -1.3421 1.4464 -0.25
H 4.8917 -0.3512 1.7691 0.09
H 4.2073 1.0967 2.8496 0.09
H 3.5260 0.8562 1.0099 0.06
H 3.3291 -1.3990 3.3318 0.11
H 2.3607 -1.4397 1.7199 0.11
H 0.8871 -0.7991 3.8070 0.11
H 2.1073 0.5159 4.3449 0.12
H 0.8361 2.1515 3.2916 0.11
H 1.4369 1.5711 1.6459 0.07
H -0.8837 -0.1659 2.7698 0.15
H -2.6766 1.0086 2.9512 0.16
H -0.5029 1.6102 4.8894 0.15
H -2.1210 2.4231 5.2078 0.13
H -1.7938 0.2246 6.2549 0.11
H -1.8202 -0.7252 4.6340 0.11
H -4.2314 0.7948 6.3449 0.13
H -4.3400 0.7183 4.3747 0.10
H -3.6332 -1.9319 4.6232 0.13
H -4.1456 -1.7685 6.4336 0.13
H -5.6293 -1.9365 3.9637 0.12
H -2.3543 4.2877 4.1340 0.13
H -3.8777 3.1877 4.0167 0.13
H -5.2267 5.0348 3.0642 0.10
H -3.8752 5.7277 1.9628 0.06
H -2.6417 6.4108 4.4610 0.07
H -4.5343 6.3069 4.9976 0.09
H -2.7879 8.5126 2.7843 -0.11
H -0.4968 3.2732 0.8908 0.09
H -0.3500 3.8400 2.7165 0.15
H -7.7033 1.3815 -0.0309 0.09
H -6.6610 2.4963 -1.1441 0.10
H -6.1732 0.6128 -0.8059 0.06
H -6.6035 4.1076 1.5276 0.09
H -6.3545 2.9154 3.0829 0.08
H -7.8473 2.6949 1.9061 0.08
H -1.8512 2.2859 -0.6703 0.09
H -4.1281 -0.1001 -0.5828 0.12
H -4.1214 1.5013 -1.5423 0.09
H -1.8241 1.9251 -3.3117 0.09
H -3.9387 -0.9025 -4.3425 0.07
H 0.0061 -0.5967 -1.5992 0.01
H 1.3466 -0.2199 0.2273 -0.01
C 0.7925 -1.2051 10.4731 -0.07
C -0.2257 -0.2810 10.6828 -0.07
C -0.7094 0.4208 9.5903 -0.15
N -0.2467 0.2627 8.3308 0.04
C 0.7430 -0.6402 8.1586 -0.15
C 1.2886 -1.3917 9.1869 -0.07
H 1.1962 -1.7750 11.3049 0.11
H -0.6331 -0.1115 11.6730 0.10
H -1.5059 1.1508 9.7020 0.10
H 1.0990 -0.7469 7.1377 0.10
H 2.0813 -2.1046 8.9904 0.10
C 5.0315 -0.4452 -3.7134 -0.07
C 4.2928 0.5148 -3.0299 -0.08
C 4.8282 1.0507 -1.8695 -0.17
N 6.0268 0.6919 -1.3596 0.05
C 6.7201 -0.2436 -2.0441 -0.16
C 6.2704 -0.8340 -3.2142 -0.08
H 4.6451 -0.8869 -4.6273 0.11
H 3.3237 0.8385 -3.3921 0.09
H 4.2915 1.8054 -1.3020 0.08
H 7.6791 -0.5162 -1.6125 0.10
H 6.8707 -1.5793 -3.7237 0.08
C 11.6330 -3.1861 -4.2604 -0.08
C 10.9432 -2.0133 -3.9722 -0.07
C 9.6808 -1.8440 -4.5179 -0.16
N 9.0805 -2.7517 -5.3186 0.05
C 9.7754 -3.8797 -5.5819 -0.15
C 11.0403 -4.1409 -5.0804 -0.08
H 12.6242 -3.3549 -3.8496 0.08
H 11.3778 -1.2494 -3.3375 0.10
H 9.1011 -0.9471 -4.3199 0.09
H 9.2721 -4.5922 -6.2295 0.10
H 11.5515 -5.0655 -5.3234 0.09
C -8.4685 -2.6312 -4.2152 -0.11
C -9.2072 -1.6712 -3.5317 -0.08
C -8.6718 -1.1354 -2.3713 -0.16
N -7.4732 -1.4942 -1.8614 0.05
C -6.7799 -2.4296 -2.5459 -0.14
C -7.2296 -3.0201 -3.7160 -0.07
H -8.8549 -3.0729 -5.1291 0.09
H -10.1763 -1.3475 -3.8939 0.10
H -9.2085 -0.3807 -1.8038 0.09
H -5.8209 -2.7023 -2.1143 0.11
H -6.6293 -3.7653 -4.2255 0.11
C -7.6270 0.4494 -8.9707 -0.08
C -8.4725 -0.5488 -9.4432 -0.08
C -8.8558 -1.5522 -8.5678 -0.15
N -8.4525 -1.6204 -7.2801 0.06
C -7.6307 -0.6383 -6.8505 -0.14
C -7.1961 0.4077 -7.6487 -0.07
H -7.3062 1.2530 -9.6271 0.11
H -8.8250 -0.5454 -10.4684 0.10
H -9.5171 -2.3520 -8.8881 0.10
H -7.3192 -0.7170 -5.8127 0.09
H -6.5374 1.1708 -7.2499 0.10
C 16.6321 -6.6653 -4.4233 -0.08
C 16.6013 -5.7385 -5.4599 -0.08
C 15.5182 -4.8778 -5.5380 -0.14
N 14.4858 -4.8884 -4.6666 0.05
C 14.5428 -5.8004 -3.6719 -0.15
C 15.5844 -6.6995 -3.5089 -0.07
H 17.4654 -7.3555 -4.3289 0.11
H 17.4017 -5.6872 -6.1894 0.10
H 15.4497 -4.1345 -6.3270 0.10
H 13.7001 -5.7900 -2.9862 0.10
H 15.5790 -7.4094 -2.6896 0.10
```

Values from the calculation:
2S+1 = 1
E_HOMO = -7.862 eV
SMILES = CCCC[C@H]1[N@@H+](CCCCO)[C@@](CCCS)(CC(=O)Cl)[C@](Cl)(N=C(C)C)[C@H](CP(=O)(O)O)[C@]1([PH2]=S)C(=O)[O-].c1ccncc1.c1ccncc1.c1ccncc1.c1ccncc1.c1ccncc1.c1ccncc1
charge = 0

=====

(2)
Molecular formula: C53H74Cl2O5RbS
Method: DFT, ωB97M-V/def2-TZVPD

```
136
Properties=species:S:1:pos:R:3:lowdin_charge:R:1
Rb 1.5730 -0.7127 -2.4317 1.01
C 4.7574 0.4955 -0.6382 -0.07
O 3.3907 0.1299 -0.5151 -0.23
C 2.6555 0.8150 0.4409 -0.20
C 2.1515 0.0938 1.5334 -0.11
C 2.2813 -1.4189 1.6701 -0.07
C 0.9518 -2.1369 1.7778 -0.15
C 0.5667 -2.9236 2.8454 -0.02
C -0.6645 -3.5982 2.8827 -0.20
C -1.5105 -3.4541 1.7786 -0.01
C -1.1683 -2.6822 0.6760 -0.15
C -2.0281 -2.5253 -0.5675 -0.08
C -2.2999 -1.0700 -0.9306 -0.12
C -2.9203 -0.2712 0.0215 0.03
C -3.1283 1.0870 -0.1812 -0.15
C -2.6537 1.6421 -1.3613 0.03
C -1.9896 0.9053 -2.3340 -0.09
C -1.3502 1.6638 -3.5077 -0.07
C -0.5023 2.8194 -3.0081 -0.14
C -1.0935 4.0214 -2.6253 -0.03
C -0.4411 4.9746 -1.8466 -0.19
C 0.8270 4.6193 -1.3729 -0.02
C 1.4609 3.4468 -1.7408 -0.13
C 2.6951 2.9553 -1.0142 -0.07
C 2.3454 2.1613 0.2495 -0.10
C 1.6474 2.8120 1.2704 0.03
C 1.2371 2.1660 2.4261 -0.15
C 1.4661 0.7938 2.5106 0.03
C 0.5924 2.9111 3.5968 -0.55
C 1.6319 3.0336 4.7216 -0.05
C 0.1388 4.3189 3.2034 -0.06
C -0.6206 2.1478 4.1391 -0.04
C 0.8850 2.6113 -2.7529 -0.36
O 1.5585 1.6593 -3.2928 -0.29
C -1.0526 6.3211 -1.4630 -0.56
C -2.4879 6.4648 -1.9687 -0.07
C -0.2138 7.4547 -2.0717 -0.06
C -1.0755 6.4931 0.0629 -0.05
C -1.8905 -0.4722 -2.1282 -0.21
O -1.2536 -1.2565 -3.0816 -0.21
C -2.0939 -1.6402 -4.1491 -0.08
C -3.7936 1.9894 0.8588 -0.54
C -5.1730 2.4286 0.3485 -0.05
C -3.9734 1.2752 2.1981 -0.07
C -2.9289 3.2370 1.0847 -0.05
C 0.0764 -1.9991 0.6613 -0.39
O 0.4264 -1.3089 -0.3417 -0.26
C -1.0270 -4.4319 4.1121 -0.57
C -2.4023 -5.0881 3.9823 -0.08
C 0.0065 -5.5483 4.3216 -0.06
C -1.0490 -3.5392 5.3625 -0.06
H 4.9933 1.3539 -0.0073 0.10
H 5.3847 -0.3492 -0.3407 0.09
H 4.9654 0.7516 -1.6785 0.08
H 2.8215 -1.7856 0.7971 0.10
H 2.8854 -1.6527 2.5539 0.12
H 1.2506 -3.0196 3.6871 0.11
H -2.4704 -3.9609 1.7660 0.10
H -1.5313 -3.0033 -1.4137 0.09
H -2.9821 -3.0403 -0.4083 0.12
H -3.1956 -0.7405 0.9589 0.11
H -2.7419 2.7099 -1.5150 0.10
H -0.7456 0.9820 -4.1078 0.10
H -2.1508 2.0450 -4.1508 0.12
H -2.1264 4.1862 -2.9192 0.10
H 1.3333 5.2723 -0.6649 0.11
H 3.2889 2.3485 -1.6922 0.09
H 3.3051 3.8140 -0.7138 0.12
H 1.4168 3.8594 1.1223 0.10
H 1.0959 0.2276 3.3592 0.12
H 2.5055 3.5925 4.3784 0.09
H 1.2070 3.5510 5.5868 0.08
H 1.9686 2.0452 5.0398 0.08
H 0.9823 4.9530 2.9216 0.08
H -0.5582 4.2994 2.3649 0.06
H -0.3584 4.7945 4.0524 0.08
H -0.3460 1.1776 4.5561 0.08
H -1.0906 2.7268 4.9395 0.08
H -1.3630 1.9740 3.3619 0.06
H -2.5392 6.3908 -3.0567 0.08
H -3.1417 5.6980 -1.5443 0.07
H -2.8854 7.4413 -1.6788 0.08
H -0.2007 7.3759 -3.1609 0.09
H -0.6196 8.4342 -1.7975 0.08
H 0.8191 7.4017 -1.7228 0.08
H -1.6767 5.7105 0.5303 0.06
H -0.0731 6.4393 0.4903 0.07
H -1.5024 7.4643 0.3324 0.08
H -2.4597 -0.7697 -4.7031 0.09
H -1.5017 -2.2639 -4.8186 0.07
H -2.9540 -2.2117 -3.7833 0.10
H -5.8192 1.5618 0.1902 0.09
H -5.6583 3.0964 1.0663 0.08
H -5.0761 2.9553 -0.6026 0.08
H -4.6565 0.4264 2.1160 0.08
H -3.0236 0.9037 2.5851 0.07
H -4.3953 1.9692 2.9294 0.08
H -2.8753 3.8664 0.1946 0.06
H -3.3437 3.8443 1.8959 0.09
H -1.9046 2.9635 1.3349 0.08
H -2.4419 -5.7692 3.1296 0.08
H -2.6224 -5.6648 4.8846 0.08
H -3.1908 -4.3429 3.8589 0.08
H 0.0237 -6.2179 3.4585 0.08
H 1.0107 -5.1404 4.4476 0.07
H -0.2328 -6.1381 5.2124 0.08
H -1.7920 -2.7469 5.2494 0.09
H -1.2946 -4.1230 6.2555 0.08
H -0.0806 -3.0629 5.5242 0.07
C 2.5662 -5.7627 -4.6317 -0.10
C 1.5304 -6.3344 -3.6666 -0.28
C 0.5710 -5.2932 -3.0989 -0.34
S 1.2091 -4.0903 -1.9118 0.92
O 2.3805 -3.4115 -2.5623 -0.63
C 1.8591 -5.2059 -0.6337 -0.31
C 3.3688 -5.4277 -0.7053 -0.28
C 4.1616 -4.3002 -0.0550 -0.10
H 3.1988 -6.5563 -5.0337 0.07
H 3.1906 -5.0174 -4.1434 0.06
H 2.0750 -5.2663 -5.4719 0.07
H 2.0235 -6.8600 -2.8440 0.09
H 0.9295 -7.0907 -4.1805 0.10
H -0.2758 -5.7575 -2.5833 0.09
H 0.1532 -4.6635 -3.8897 0.09
H 1.2998 -6.1402 -0.7122 0.09
H 1.5709 -4.7296 0.3090 0.08
H 3.6783 -5.5440 -1.7457 0.09
H 3.5881 -6.3733 -0.2013 0.11
H 3.9795 -3.3590 -0.5720 0.06
H 5.2330 -4.5074 -0.0838 0.07
H 3.8668 -4.1770 0.9898 0.08
Cl 4.0930 -1.0560 -4.4628 0.53
C 2.7291 -0.3732 -5.3724 -0.99
Cl 1.4138 -1.5508 -5.6047 0.53
H 3.0995 -0.1225 -6.3576 0.02
H 2.3344 0.4959 -4.8377 -0.02
```

Values from the calculation:
relative energy (zero: lowest compared OMol25 entry of this formula, charge and spin) = 6.2 kJ/mol
2S+1 = 1
E_HOMO = -3.842 eV
charge = -1

=====

(3)
Molecular formula: C53H85N12O
Method: DFT, ωB97M-V/def2-TZVPD

```
151
Properties=species:S:1:pos:R:3:lowdin_charge:R:1
C -1.7720 1.5572 0.7312 -0.07
C -0.7562 0.4608 1.0680 -0.48
C -1.5663 -0.8734 1.1027 -0.15
C -0.7640 -2.1511 1.1817 -0.19
C 0.2842 -2.1281 0.0937 -0.16
C 1.1603 -0.8634 0.0702 -0.49
N 0.2577 0.2759 0.0318 -0.25
O 0.8159 1.4941 -0.3845 -0.26
C 2.0537 -0.9875 -1.1643 -0.04
C 2.0495 -0.8933 1.3492 -0.03
C -0.3240 0.7562 2.5179 -0.04
H -1.3132 2.5542 0.7454 0.05
H -2.6163 1.6126 1.4185 0.06
H -2.0782 1.5753 -0.3217 0.05
H -2.1588 -0.9540 0.1881 0.08
H -2.2498 -0.7741 1.9567 0.11
H -1.4270 -2.9819 0.9228 0.11
H -0.3006 -2.2853 2.1625 0.09
H -0.2490 -2.1938 -0.8653 0.10
H 0.9198 -3.0213 0.1498 0.11
H 2.7533 -1.8227 -1.1143 0.07
H 2.6702 -0.0820 -1.2469 0.06
H 1.4884 -0.9126 -2.0972 0.06
H 3.0794 -1.2324 1.1777 0.06
H 1.6700 -1.4636 2.2010 0.06
H 2.1571 0.1342 1.7102 0.06
H -1.1370 1.1367 3.1380 0.06
H 0.4660 1.5079 2.4693 0.05
H 0.0484 -0.1474 3.0110 0.06
C 4.2999 -7.0415 -3.0510 -0.11
C 3.2393 -6.0444 -3.4595 -0.26
C 2.6274 -5.1305 -2.3949 -0.19
C 2.1160 -5.8338 -1.2249 -0.24
N 1.8215 -6.3972 -0.2680 0.14
H 4.3330 -7.8790 -3.7509 0.07
H 4.0208 -7.5622 -2.1277 0.07
H 5.3017 -6.6392 -2.9106 0.07
H 2.4120 -6.5766 -3.9409 0.11
H 3.5701 -5.4219 -4.2950 0.09
H 1.9828 -4.3518 -2.7998 0.11
H 3.4155 -4.5066 -1.9466 0.12
C 5.5564 -0.0201 -2.6123 -0.11
C 6.4693 -0.6064 -1.5319 -0.26
C 5.8761 -0.5874 -0.1183 -0.19
C 5.1983 0.6723 0.1911 -0.25
N 4.6679 1.6585 0.4324 0.20
H 4.6978 -0.6637 -2.8117 0.06
H 6.1282 -0.0635 -3.5469 0.07
H 5.2988 1.0213 -2.4397 0.07
H 7.4010 -0.0361 -1.5700 0.10
H 6.7399 -1.6395 -1.7620 0.10
H 6.6619 -0.7393 0.6247 0.11
H 5.1597 -1.4039 -0.0050 0.10
C -2.8576 3.6232 3.8081 -0.11
C -2.4207 4.9774 4.3421 -0.24
C -1.9387 5.8514 3.1713 -0.20
C -0.9023 5.2285 2.3607 -0.24
N -0.0966 4.6655 1.7665 0.20
H -3.2788 2.9082 4.5151 0.07
H -2.0308 3.1126 3.3125 0.05
H -3.6143 3.7498 3.0267 0.07
H -1.5965 4.8874 5.0560 0.11
H -3.1895 5.4474 4.9584 0.10
H -1.5568 6.8012 3.5545 0.11
H -2.7506 6.1140 2.4857 0.10
C 2.6106 2.0543 -6.3446 -0.11
C 1.3914 1.6317 -5.5172 -0.26
C 1.8001 1.0106 -4.1859 -0.18
C 2.4162 2.0634 -3.3508 -0.24
N 2.8917 2.8599 -2.6765 0.17
H 3.3267 1.2322 -6.4306 0.07
H 3.1332 2.8226 -5.7637 0.07
H 2.3858 2.4372 -7.3376 0.06
H 0.8760 0.9123 -6.1638 0.09
H 0.7105 2.4725 -5.3953 0.11
H 2.4698 0.1564 -4.2959 0.09
H 0.9530 0.6140 -3.6229 0.08
C 5.2312 0.1348 4.6593 -0.11
C 3.7415 -0.2037 4.7221 -0.26
C 2.8513 1.0160 4.9645 -0.18
C 2.7470 1.8928 3.7997 -0.24
N 2.7298 2.5449 2.8574 0.19
H 5.6516 0.3894 5.6374 0.07
H 5.3936 0.9805 3.9906 0.07
H 5.8112 -0.7430 4.3679 0.07
H 3.5591 -0.9058 5.5416 0.09
H 3.4844 -0.7764 3.8305 0.09
H 3.2581 1.6295 5.7723 0.12
H 1.8687 0.6639 5.2819 0.11
C -4.9850 0.3804 -1.8872 -0.08
C -4.7302 -0.0640 -0.4519 -0.26
C -5.9352 -0.6122 0.3009 -0.18
C -6.6517 -1.7446 -0.3237 -0.23
N -7.1721 -2.6209 -0.8452 0.12
H -4.1406 0.9068 -2.3382 0.05
H -5.7783 1.1350 -1.9370 0.07
H -5.2293 -0.4696 -2.5229 0.08
H -4.2695 0.7301 0.1329 0.08
H -3.9909 -0.8657 -0.4288 0.09
H -6.7210 0.1543 0.1933 0.11
H -5.8182 -0.6940 1.3799 0.10
N -7.2712 1.3050 3.5164 0.00
C -7.2466 0.1170 4.2059 -0.14
C -5.9217 -0.2541 4.3711 -0.11
C -5.1571 0.7440 3.7596 -0.14
C -5.9748 1.7730 3.3873 -0.13
H -8.0727 1.8644 3.2983 0.14
H -8.1791 -0.2113 4.6380 0.10
H -5.5442 -1.0884 4.9371 0.09
H -4.0795 0.7160 3.6842 0.09
H -5.8356 2.7428 2.9383 0.10
N 1.4587 -3.9870 5.2450 0.01
C 1.5981 -3.3393 6.4287 -0.17
C 0.3771 -2.8680 6.8561 -0.11
C -0.5584 -3.2707 5.8744 -0.11
C 0.1240 -3.9428 4.8896 -0.13
H 2.1775 -4.3823 4.6724 0.14
H 2.5557 -3.2919 6.9251 0.10
H 0.2300 -2.2608 7.7319 0.09
H -1.6162 -3.0649 5.8795 0.09
H -0.1252 -4.4935 3.9971 0.11
N -1.2339 0.4028 -2.4378 0.02
C -1.5381 1.6058 -2.9914 -0.15
C -2.1209 1.3487 -4.2244 -0.14
C -2.2458 -0.0577 -4.3517 -0.14
C -1.6912 -0.6144 -3.2196 -0.16
H -0.7558 0.2612 -1.5313 0.09
H -1.3208 2.4955 -2.4236 0.11
H -2.3850 2.1250 -4.9260 0.08
H -2.6841 -0.6214 -5.1606 0.08
H -1.5458 -1.6278 -2.8810 0.10
N -3.4828 5.8970 -0.2631 0.04
C -4.7239 6.4996 -0.0867 -0.15
C -5.6700 5.5167 0.0115 -0.13
C -5.0426 4.2375 -0.1094 -0.08
C -3.7213 4.5671 -0.2020 -0.17
H -2.5877 6.3380 -0.3466 0.15
H -4.8246 7.5709 -0.0375 0.10
H -6.7161 5.7766 0.1057 0.08
H -5.4426 3.2405 -0.0941 0.08
H -2.9411 3.8380 -0.3833 0.10
N 1.7303 -2.0010 -6.6725 0.02
C 2.2032 -2.3496 -5.4204 -0.14
C 3.4794 -2.7360 -5.5995 -0.15
C 3.8415 -2.6691 -6.9596 -0.10
C 2.7265 -2.1388 -7.5994 -0.13
H 0.8257 -1.5947 -6.8282 0.14
H 1.5456 -2.2086 -4.5789 0.11
H 4.2113 -3.0239 -4.8570 0.09
H 4.7826 -2.9767 -7.3797 0.09
H 2.5944 -1.9049 -8.6421 0.10
```

Values from the calculation:
relative energy (zero: lowest compared OMol25 entry of this formula, charge and spin) = 0.0 kJ/mol
2S+1 = 1
E_HOMO = -2.270 eV
charge = -1

=====

In the order shown, the computed E values come out to -147659.2226 -102939.2418 -76264.3189 eV.
In the order shown, the computed LUMO values come out to -0.94 1.90 2.13 eV.